Record 1
ORCA calculation (the ωB97M-V functional and the def2-TZVPD basis) on C30H27Br4N8O9S2TeW as an isolated structure at a distorted geometry.

CARTESIAN COORDINATES (ANGSTROEM)
W1 0.77891 -0.62706 0.39065
Br1 3.65230 4.30460 4.35504
C1 3.22958 2.62757 3.59623
C2 4.06932 1.53517 3.78500
Br2 5.64338 1.69880 4.81182
C3 3.75273 0.29875 3.21099
Br3 4.80774 -1.24095 3.43350
C4 2.60928 0.16556 2.44253
O1 2.22687 -0.93592 1.82398
C5 1.75573 1.27318 2.25490
O2 0.69191 1.04277 1.48338
C6 2.06296 2.49104 2.83384
Br4 0.83899 3.89888 2.59441
O3 3.62359 0.64560 -2.19832
C7 2.68412 0.04792 -1.75291
O4 2.45459 -0.09025 -0.43189
C8 1.61044 -0.62003 -2.52066
C9 1.68814 -1.09561 -3.76934
C10 0.56977 -1.83685 -4.32103
C11 -0.51981 -2.16847 -3.58139
C12 -0.57879 -1.71856 -2.24789
C13 0.41701 -0.81747 -1.69280
O5 -0.04702 0.34840 -1.08085
N1 -1.49855 -2.11332 -1.36082
O6 -2.49903 -2.79390 -1.61235
O7 -1.28878 -1.72914 -0.14104
N2 0.64795 -2.30344 -5.68923
O8 -0.28993 -2.93910 -6.14729
O9 1.65548 -2.03177 -6.32307
H1 2.58480 -0.96175 -4.35726
H2 -1.30666 -2.78469 -3.99216
N3 2.00960 7.02497 -0.91420
C14 1.91199 5.63667 -0.82977
C15 3.03901 4.84534 -0.62209
C16 2.88768 3.47014 -0.56939
N4 1.71817 2.84858 -0.68792
C17 0.64961 3.60880 -0.90246
C18 0.68943 4.98931 -0.99077
H3 2.80254 7.41680 -0.43117
H4 1.15589 7.51446 -0.69743
H5 4.01668 5.29605 -0.49843
H6 3.75076 2.83004 -0.41504
H7 -0.29814 3.08452 -0.97651
H8 -0.22007 5.55513 -1.15698
N5 -1.36710 -2.32266 2.26421
C19 -1.83660 -2.49148 3.50099
C20 -1.10265 -1.67356 4.33460
C21 -0.19643 -1.03128 3.49061
N6 -0.36804 -1.43024 2.23342
H9 -1.69814 -2.67385 1.37330
H10 -2.64646 -3.17342 3.69612
H11 -1.20304 -1.55551 5.39849
H12 0.55962 -0.31069 3.74414
Te1 1.44508 -3.26833 -0.09874
C22 2.33750 -3.90480 1.68116
C23 3.63987 -4.27861 1.84209
C24 3.92284 -4.76829 3.14816
C25 2.82803 -4.75405 3.95643
S1 1.45429 -4.15701 3.12829
H13 4.37448 -4.18663 1.05434
H14 4.89991 -5.09915 3.47217
H15 2.76203 -5.04832 4.99200
C26 -6.66094 -1.10928 -0.88954
C27 -5.25601 -1.15724 -0.31156
N7 -4.81654 0.14919 0.18791
C28 -3.53469 0.61291 0.01013
S2 -2.66383 1.27269 1.28299
N8 -3.01317 0.55927 -1.21969
C29 -3.69180 0.31718 -2.48066
C30 -3.11882 1.23509 -3.55006
H16 -6.96680 -2.10112 -1.22685
H17 -6.71242 -0.42503 -1.73735
H18 -7.37841 -0.76731 -0.14110
H19 -4.54113 -1.52349 -1.04308
H20 -5.22476 -1.87503 0.51504
H21 -5.10609 0.33824 1.13557
H22 -2.01527 0.74165 -1.25402
H23 -4.75605 0.50749 -2.33729
H24 -3.57870 -0.72614 -2.79374
H25 -3.28048 2.28192 -3.29122
H26 -3.58594 1.03288 -4.51447
H27 -2.04349 1.07325 -3.65662

Atoms 1-2, force components in eV/Å:
-0.2 -2.1 0.3
0.0 0.0 0.0

Computed properties:
Energy above the lowest of the compared OMol25 structures with the same formula, charge and spin ... 98.3 kJ/mol
Orbital gap ... 0.2291 Eh
LUMO level ... 0.9 eV
Net charge ... -1

=====

Record 2
ORCA calculation (the ωB97M-V functional and the def2-TZVPD basis) on C30H27ClN2O2PtS as an isolated structure at a distorted geometry.

CARTESIAN COORDINATES (ANGSTROEM)
Pt1 0.57322 1.36077 -0.04818
Cl1 6.65332 1.23547 4.25762
C1 5.42082 1.30117 3.03832
C2 5.78682 1.30847 1.69052
C3 4.80542 1.33107 0.72592
C4 3.42692 1.34097 1.02982
O1 2.60722 1.38167 0.03392
C5 3.06852 1.31717 2.42662
C6 1.73472 1.26627 2.88962
O2 0.66482 1.04387 2.26542
C7 4.10022 1.33737 3.39892
H1 6.82742 1.31847 1.40772
H2 5.06962 1.37027 -0.31848
H3 1.63082 1.41667 3.97482
H4 3.82292 1.35357 4.44202
C8 -4.94148 -3.75453 -0.14138
C9 -3.57188 -3.06843 -0.15908
C10 -2.81618 -3.49283 1.10862
C11 -2.81938 -3.54973 -1.40798
C12 -3.67738 -1.54883 -0.17968
C13 -4.90198 -0.88583 -0.09698
C14 -4.97298 0.49707 -0.11398
C15 -3.80258 1.22327 -0.16708
S1 -3.62158 2.95747 -0.14298
C16 -1.89798 2.74157 -0.19488
N1 -1.48608 1.46227 -0.25128
C17 -2.54108 0.59347 -0.23088
C18 -2.51178 -0.80023 -0.26628
C19 -0.95038 3.79197 -0.16698
C20 -1.27438 5.15487 -0.16898
C21 -0.25808 6.08407 -0.15928
C22 1.07102 5.68017 -0.14788
C23 1.40072 4.32177 -0.13358
C24 0.39952 3.37617 -0.14478
H5 -4.80808 -4.83483 -0.14018
H6 -5.52068 -3.48913 -1.02298
H7 -5.50118 -3.48903 0.75272
H8 -2.74838 -4.57723 1.15772
H9 -3.34108 -3.14083 1.99412
H10 -1.80818 -3.08723 1.13172
H11 -2.78118 -4.63693 -1.42408
H12 -1.79898 -3.17713 -1.43918
H13 -3.33158 -3.21023 -2.30558
H14 -5.82248 -1.43993 -0.02638
H15 -5.92438 1.00487 -0.07798
H16 -1.56168 -1.29243 -0.36458
H17 -2.31118 5.45857 -0.18808
H18 -0.50248 7.13597 -0.14788
H19 1.85902 6.42087 -0.13888
H20 2.44462 4.03557 -0.11498
N2 0.97042 -0.97793 -0.09778
C25 1.69132 -1.57143 -1.19438
C26 1.79082 -2.95453 -1.29638
C27 2.50922 -3.52603 -2.33208
C28 3.12022 -2.71973 -3.27718
C29 3.01162 -1.34173 -3.18508
C30 2.29842 -0.76433 -2.14678
H21 0.19852 -1.58823 0.17012
H22 1.58572 -0.93843 0.71752
H23 1.30382 -3.58713 -0.56538
H24 2.59672 -4.60083 -2.39518
H25 3.67032 -3.17063 -4.09058
H26 3.48272 -0.72123 -3.93438
H27 2.20892 0.31437 -2.06698

Atoms 1-2, force components in eV/Å:
-0.4 0.4 -1.5
0.2 0.0 0.1

Computed properties:
Orbital gap ... 0.2538 Eh
LUMO level ... -0.3 eV

=====

Record 3
ORCA calculation (the ωB97M-V functional and the def2-TZVPD basis) on C30H27DyN2OS as an isolated structure at a distorted geometry.

CARTESIAN COORDINATES (ANGSTROEM)
Dy1 0.05152 -0.19648 0.05205
C1 -1.37226 -0.36054 2.48012
C2 -0.50300 -1.44997 2.46087
C3 0.87380 -1.23619 2.47892
C4 1.38301 0.06549 2.51172
C5 0.51060 1.15482 2.52482
C6 -0.86843 0.93854 2.50525
H1 -2.44079 -0.52072 2.49980
H2 -0.89335 -2.45845 2.46886
H3 1.55256 -2.07882 2.49919
H4 2.45210 0.22479 2.56190
H5 0.90010 2.16242 2.58083
H6 -1.54466 1.78116 2.54929
C7 3.03763 -0.55383 -1.64937
N1 1.73594 0.11455 -1.43717
C8 1.33545 0.96311 -2.33526
C9 0.13103 1.70377 -2.20503
C10 -0.42024 2.62830 -3.06560
C11 -1.58442 3.12221 -2.43757
C12 -1.68582 2.46672 -1.22810
N2 -0.65635 1.59215 -1.05255
C13 4.22292 0.36345 -1.50445
C14 4.35881 1.23832 -0.42948
C15 5.47703 2.04593 -0.31024
C16 6.48253 1.98852 -1.27044
C17 6.35304 1.12651 -2.34732
C18 5.22553 0.32036 -2.46467
H7 3.04235 -1.00488 -2.64370
H8 3.09559 -1.38774 -0.94661
H9 1.93406 1.12352 -3.23220
H10 -0.00568 2.93116 -4.01627
H11 -2.25570 3.88087 -2.80886
H12 -2.45056 2.57403 -0.47286
H13 3.58327 1.30942 0.32541
H14 5.56993 2.72499 0.52736
H15 7.35850 2.61740 -1.17771
H16 7.12719 1.08378 -3.10203
H17 5.13223 -0.34947 -3.31306
O1 -0.43257 -1.97158 -0.99990
S1 -1.22131 -1.48040 -2.28838
C19 -1.66498 -2.92962 -3.16422
C20 -1.95843 -4.09963 -2.46963
C21 -2.36745 -5.19752 -3.20232
C22 -2.49212 -5.10716 -4.58864
C23 -2.19302 -3.92961 -5.25662
C24 -1.75527 -2.81816 -4.54421
C25 -2.76528 -0.95576 -1.58749
C26 -3.20358 -1.50450 -0.38948
C27 -4.43692 -1.09783 0.10894
C28 -5.20509 -0.18131 -0.59636
C29 -4.75249 0.33997 -1.80570
C30 -3.52123 -0.04183 -2.31035
H18 -1.85490 -4.15718 -1.39407
H19 -2.59037 -6.12787 -2.69640
H20 -2.81828 -5.97387 -5.14980
H21 -2.28343 -3.87866 -6.33324
H22 -1.49379 -1.90347 -5.06321
H23 -2.61902 -2.25117 0.13086
H24 -4.80952 -1.52115 1.03396
H25 -6.16760 0.12496 -0.20775
H26 -5.35864 1.05226 -2.35026
H27 -3.15389 0.38310 -3.23835

Atoms 1-2, force components in eV/Å:
0.3 0.8 0.2
-0.1 0.0 0.2

Computed properties:
2S+1 ... 6
Energy above the lowest of the compared OMol25 structures with the same formula, charge and spin ... 24.5 kJ/mol
Orbital gap (alpha / beta) ... 0.2646 / 0.2680 Eh
LUMO level (alpha / beta) ... -6.5 / -6.4 eV
Net charge ... +2
Expectation value of S² ... 9.3379